Record 1
A molecular structure, C20H26BrN4O5PtS. Source: the OMol25 dataset; level of theory: ωB97M-V/def2-TZVPD.

E_LUMO, eV: -2.803
Orbital gap, eV: 8.2283
Total energy, a.u.: -4464.29696
Charge: +1
Energy above the lowest of the compared OMol25 structures with the same formula, charge and spin, kcal/mol: 21.0
E_HOMO, eV: -11.03

XYZ file:
```
58
Properties=species:S:1:pos:R:3:lowdin_charge:R:1
Pt 1.017 0.282 0.162 1.153
Br 2.369 2.253 2.520 0.869
C 1.418 0.735 3.088 -0.698
C 1.329 0.416 4.426 -0.078
C 0.604 -0.710 4.784 -0.013
C -0.007 -1.479 3.809 0.023
C 0.121 -1.107 2.492 -0.165
N 0.824 -0.011 2.144 -0.096
C -0.500 -1.936 1.376 -0.576
O -1.150 -2.915 1.681 0.090
O -0.269 -1.483 0.184 -0.164
H 1.819 1.039 5.160 0.114
H 0.522 -0.985 5.828 0.124
H -0.578 -2.369 4.030 0.133
C 5.421 -1.442 -0.270 -0.071
C 3.923 -1.581 -0.150 -0.277
O 3.328 -0.384 0.395 -0.183
H 5.858 -2.380 -0.617 0.085
H 5.860 -1.192 0.699 0.086
H 5.686 -0.655 -0.983 0.082
H 3.662 -2.379 0.539 0.119
H 3.475 -1.808 -1.120 0.108
H 3.686 0.379 -0.077 0.058
C -5.037 -1.586 1.782 -0.030
C -4.152 -0.515 1.198 -0.245
C -4.139 -0.266 -0.171 -0.022
C -3.285 0.685 -0.716 -0.078
C -2.444 1.400 0.119 -0.427
C -2.427 1.165 1.487 -0.078
C -3.284 0.216 2.016 -0.022
S -1.303 2.549 -0.604 0.961
C -1.924 4.034 0.160 -0.220
O 0.060 2.357 0.064 -0.648
H -5.870 -1.819 1.118 0.082
H -5.433 -1.290 2.754 0.085
H -4.452 -2.499 1.920 0.091
H -4.796 -0.835 -0.822 0.121
H -3.271 0.867 -1.788 0.111
H -1.738 1.705 2.128 0.115
H -3.282 0.032 3.086 0.125
H -1.916 3.908 1.242 0.064
H -2.939 4.197 -0.211 0.074
H -1.271 4.854 -0.142 0.064
C 0.495 -0.479 -5.261 -0.001
N 0.931 0.105 -4.003 -0.079
C 1.968 1.128 -3.906 -0.006
C 2.191 1.212 -2.404 -0.449
O 3.046 1.828 -1.820 0.090
N 1.251 0.378 -1.815 -0.042
C 0.577 -0.288 -2.775 -0.377
N -0.331 -1.208 -2.500 0.240
H 0.476 0.297 -6.023 0.100
H -0.515 -0.876 -5.168 0.088
H 1.163 -1.277 -5.589 0.102
H 1.618 2.089 -4.287 0.148
H 2.882 0.856 -4.432 0.147
H -0.526 -1.447 -1.513 0.076
H -0.743 -1.764 -3.227 0.117
```

Record 2
14 unconnected molecules or ions with the total composition C20H26Cl39I2NP in a non-equilibrium geometry. Source: the OMol25 dataset; level of theory: ωB97M-V/def2-TZVPD.

E_LUMO, eV: -4.029
Orbital gap, eV: 7.7579
Total energy, a.u.: -19716.22880
Charge: +1
E_HOMO, eV: -11.79

XYZ file:
```
89
Properties=species:S:1:pos:R:3:lowdin_charge:R:1
C -1.481 -4.714 -1.692 -0.124
C -2.647 -4.124 -2.123 -0.318
P -2.543 -2.412 -2.679 0.934
C -0.964 -1.689 -2.115 -0.325
C -0.795 -1.563 -0.567 -0.382
N -1.798 -2.276 0.221 -0.017
C -3.977 -1.331 -2.279 -0.831
I -3.455 0.552 -1.356 1.000
C -5.235 -1.624 -2.543 -0.816
C -6.426 -0.765 -2.215 -0.213
I -5.730 -3.461 -3.537 0.978
H -1.003 -4.443 -0.740 0.034
H -0.986 -5.509 -2.266 0.031
H -3.549 -4.738 -2.134 0.022
H -2.472 -2.473 -4.092 0.072
H -0.902 -0.690 -2.578 0.057
H -0.150 -2.303 -2.519 0.021
H 0.181 -1.985 -0.290 0.072
H -0.746 -0.490 -0.315 0.039
H -2.707 -1.818 0.214 0.029
H -1.496 -2.319 1.194 -0.050
H -7.099 -0.649 -3.078 0.088
H -6.176 0.244 -1.870 0.002
H -6.996 -1.275 -1.421 0.050
C 2.047 -0.394 2.196 -1.495
Cl 2.183 1.135 3.061 0.540
Cl 0.538 -1.217 2.621 0.522
Cl 2.127 -0.149 0.450 0.501
H 2.876 -1.024 2.491 -0.040
C 0.069 1.690 6.889 -1.576
Cl 1.481 2.159 7.839 0.536
Cl -0.265 2.893 5.637 0.504
Cl 0.304 0.094 6.171 0.487
H -0.784 1.641 7.551 -0.064
C 2.747 -4.505 -3.377 -1.501
Cl 3.944 -4.632 -2.093 0.559
Cl 1.108 -4.439 -2.693 0.621
Cl 3.049 -3.087 -4.380 0.545
H 2.818 -5.388 -4.001 0.020
C 0.579 2.257 -2.208 -1.520
Cl 0.716 3.787 -3.071 0.566
Cl 2.091 1.342 -2.344 0.529
Cl 0.144 2.528 -0.520 0.534
H -0.212 1.678 -2.673 -0.013
C -8.682 0.540 0.839 -1.529
Cl -8.848 1.883 -0.293 0.536
Cl -9.519 -0.892 0.234 0.538
Cl -6.976 0.184 1.134 0.522
H -9.137 0.827 1.780 0.016
C 2.568 2.237 -5.907 -1.574
Cl 2.409 3.485 -7.144 0.538
Cl 1.672 0.779 -6.365 0.478
Cl 4.266 1.854 -5.627 0.542
H 2.148 2.617 -4.984 -0.078
C -3.728 3.573 8.737 -1.524
Cl -4.331 1.978 9.194 0.531
Cl -1.974 3.539 8.529 0.565
Cl -4.517 4.140 7.264 0.530
H -3.961 4.267 9.536 0.015
C 1.858 -3.384 7.719 -1.541
Cl 1.473 -3.072 6.021 0.476
Cl 3.371 -2.594 8.166 0.535
Cl 0.541 -2.845 8.763 0.526
H 1.980 -4.452 7.849 0.013
C -1.185 -4.897 3.015 -1.493
Cl 0.550 -4.895 2.689 0.531
Cl -1.762 -3.255 3.334 0.546
Cl -2.069 -5.618 1.666 0.559
H -1.368 -5.496 3.899 0.021
C 6.004 0.797 2.352 -1.529
Cl 5.484 -0.833 2.808 0.554
Cl 7.738 0.826 2.056 0.532
Cl 5.116 1.367 0.935 0.519
H 5.790 1.466 3.178 -0.012
C 9.041 3.132 5.213 -1.540
Cl 9.874 1.678 4.662 0.511
Cl 9.251 4.448 4.057 0.529
Cl 7.321 2.803 5.475 0.521
H 9.475 3.436 6.157 0.013
C 4.250 5.307 -10.393 -1.562
Cl 5.981 5.175 -10.714 0.525
Cl 3.781 6.998 -10.196 0.520
Cl 3.317 4.549 -11.688 0.517
H 4.036 4.786 -9.467 -0.022
C -2.015 3.778 -6.184 -1.528
Cl -0.795 2.493 -6.184 0.483
Cl -1.359 5.276 -5.517 0.522
Cl -2.637 4.042 -7.812 0.546
H -2.837 3.461 -5.554 0.009
```

Record 3
A molecular structure, C20H26ClNZr in a non-equilibrium geometry. Source: the OMol25 dataset; level of theory: ωB97M-V/def2-TZVPD.

E_LUMO, eV: -7.710
Orbital gap, eV: 6.7985
Total energy, a.u.: -1339.21599
Charge: +2
E_HOMO, eV: -14.51

XYZ file:
```
49
Properties=species:S:1:pos:R:3:lowdin_charge:R:1
C 2.881 -3.591 -1.373 -0.354
C 1.785 -4.280 -2.082 -0.044
C 3.996 -3.090 -2.195 -0.035
C 3.215 -4.057 -0.013 -0.042
Cl 1.528 -1.285 -0.716 0.180
H 4.634 -3.923 -2.546 0.149
H 4.635 -2.405 -1.626 0.107
H 3.631 -2.560 -3.082 0.107
H 2.105 -5.281 -2.426 0.147
H 1.473 -3.714 -2.966 0.105
H 0.915 -4.417 -1.433 0.103
H 3.749 -5.025 -0.048 0.147
H 2.315 -4.199 0.593 0.103
H 3.867 -3.340 0.498 0.105
C -1.073 2.775 -1.404 -0.118
C 0.301 2.993 -1.673 -0.157
C 0.843 1.818 -2.296 -0.212
H 0.806 3.954 -1.557 0.135
C -0.245 0.883 -2.453 -0.241
C -1.418 1.484 -1.894 -0.138
H -2.430 1.080 -1.948 0.132
H -1.757 3.504 -0.963 0.128
H 1.831 1.734 -2.754 0.135
H -0.206 -0.054 -3.009 0.114
C 0.633 2.018 2.141 -0.143
C 0.877 3.051 1.191 -0.137
C 2.016 2.679 0.417 -0.181
H 0.330 3.992 1.128 0.134
C 2.474 1.401 0.870 -0.224
C 1.604 0.993 1.947 -0.196
H 1.748 0.122 2.583 0.125
H -0.090 2.071 2.957 0.131
H 2.562 3.327 -0.263 0.133
H 3.394 0.909 0.564 0.121
Zr 0.408 0.920 -0.156 1.409
C -5.638 0.474 2.670 -0.018
C -4.277 0.611 2.067 -0.229
C -3.561 -0.476 1.563 0.013
C -2.296 -0.295 1.008 -0.098
N -1.704 0.922 0.927 -0.093
C -2.408 1.988 1.408 -0.112
C -3.662 1.860 1.975 0.015
H -6.369 1.093 2.138 0.104
H -5.983 -0.565 2.633 0.092
H -5.654 0.798 3.718 0.106
H -3.979 -1.481 1.594 0.130
H -1.710 -1.137 0.609 0.117
H -1.937 2.970 1.335 0.110
H -4.159 2.752 2.344 0.136
```

Record 4
C20H26FN5O3 in the gas phase. Source: the OMol25 dataset; level of theory: ωB97M-V/def2-TZVPD.

E_LUMO, eV: 0.592
SMILES: C[C@@H]1CN(C(=O)c2n[nH]cc2-c2ccncc2)CC[C@@H]1N(C)C(=O)COCCF
Orbital gap, eV: 9.7887
Total energy, a.u.: -1377.07117
Charge: 0
Energy above the lowest of the compared OMol25 structures with the same formula, charge and spin, kcal/mol: 25.4
E_HOMO, eV: -9.20

XYZ file:
```
55
Properties=species:S:1:pos:R:3:lowdin_charge:R:1
C 0.232 1.714 2.460 -0.045
C -0.180 0.912 1.236 -0.285
C 0.252 -0.548 1.325 -0.081
N -0.206 -1.283 0.154 -0.011
C -1.046 -2.336 0.313 -0.413
O -1.393 -2.762 1.402 0.067
C -1.608 -2.941 -0.941 -0.188
N -1.186 -4.108 -1.386 0.122
N -1.932 -4.342 -2.474 -0.009
C -2.811 -3.355 -2.737 -0.027
C -2.637 -2.406 -1.755 -0.133
C -3.311 -1.113 -1.592 -0.179
C -3.635 -0.318 -2.688 -0.023
C -4.213 0.923 -2.474 -0.149
N -4.479 1.418 -1.268 0.059
C -4.180 0.648 -0.223 -0.143
C -3.607 -0.610 -0.327 -0.012
C 0.251 -0.752 -1.122 -0.105
C -0.144 0.715 -1.280 -0.086
C 0.246 1.583 -0.078 -0.242
N 1.651 2.098 -0.121 -0.051
C 1.662 3.372 -0.858 -0.053
C 2.656 1.255 -0.646 -0.417
O 2.960 1.238 -1.816 0.109
C 3.439 0.352 0.294 -0.133
O 3.259 0.673 1.645 -0.152
C 3.958 -0.212 2.494 -0.201
C 3.738 0.202 3.921 -0.173
F 4.410 1.388 4.188 -0.042
H 1.315 1.797 2.522 0.061
H -0.179 2.725 2.412 0.084
H -0.146 1.245 3.371 0.084
H -1.277 0.890 1.186 0.141
H 1.338 -0.625 1.407 0.113
H -0.183 -1.022 2.202 0.129
H -1.803 -5.201 -2.978 0.153
H -3.496 -3.405 -3.566 0.129
H -3.411 -0.646 -3.695 0.112
H -4.463 1.558 -3.317 0.104
H -4.412 1.058 0.754 0.107
H -3.401 -1.190 0.563 0.117
H 1.336 -0.872 -1.184 0.114
H -0.169 -1.342 -1.933 0.125
H 0.304 1.112 -2.194 0.121
H -1.229 0.770 -1.395 0.107
H -0.346 2.498 -0.137 0.140
H 2.684 3.731 -0.952 0.095
H 1.235 3.292 -1.863 0.090
H 1.091 4.098 -0.281 0.091
H 3.154 -0.690 0.091 0.129
H 4.490 0.453 -0.003 0.142
H 3.590 -1.241 2.364 0.133
H 5.030 -0.202 2.265 0.135
H 2.677 0.367 4.115 0.118
H 4.122 -0.563 4.598 0.123
```